Formula: C13H32BBrO3
Source: the OMol25 dataset
Level of theory: ωB97M-V with the def2-TZVPD basis set

As for the spin multiplicity: 1. As for the SMILES: CCOCCB(C)Br.CCOCC.CCOCC. The calculation puts the LUMO energy at 0.67 eV. The value obtained for the frontier orbital gap is 10.3 eV. As for the net charge: 0.

CARTESIAN COORDINATES (ANGSTROEM)
C -0.180 -1.097 -2.766
C 0.885 -2.104 -3.517
O 2.249 -2.079 -2.968
C 3.003 -0.888 -3.387
C 3.502 -0.104 -2.026
B 3.793 -1.089 -0.737
C 2.931 -0.773 0.660
Br 5.102 -2.605 -0.663
H 0.341 -0.365 -2.011
H -0.802 -0.534 -3.613
H -1.000 -1.714 -2.157
H 0.473 -3.208 -3.326
H 0.811 -1.935 -4.675
H 2.405 -0.119 -4.035
H 3.994 -1.148 -3.992
H 2.635 0.677 -1.770
H 4.475 0.550 -2.184
H 1.827 -0.586 0.310
H 3.047 -1.604 1.476
H 3.397 0.224 1.106
C -0.123 -2.742 5.078
C 0.739 -1.619 4.530
O 0.579 -1.416 3.128
C -0.724 -1.050 2.683
C -1.215 0.264 3.263
H 0.031 -3.663 4.507
H 0.121 -2.933 6.129
H -1.186 -2.496 5.023
H 1.792 -1.877 4.687
H 0.564 -0.684 5.072
H -1.435 -1.858 2.881
H -0.664 -0.951 1.593
H -1.376 0.191 4.342
H -2.164 0.556 2.803
H -0.480 1.059 3.096
C -1.557 2.615 -2.868
C -2.728 1.866 -2.258
O -2.496 1.446 -0.916
C -2.255 2.476 0.040
C -3.419 3.440 0.195
H -0.634 2.035 -2.771
H -1.740 2.812 -3.929
H -1.393 3.575 -2.374
H -2.904 0.956 -2.841
H -3.649 2.455 -2.318
H -1.331 3.009 -0.199
H -2.086 1.975 0.999
H -3.574 4.029 -0.712
H -3.232 4.137 1.018
H -4.348 2.896 0.394

Cartesian forces (eV/Å) of the 6 atoms listed first:
C -0.8 -0.3 -0.3
C -1.5 -1.1 0.4
O -1.0 1.7 -1.7
C 1.7 1.2 0.4
C -0.4 0.7 -0.4
B -1.3 0.6 0.9